Below is C3H5N3S in the gas phase in a non-equilibrium geometry, with properties calculated with ωB97M-V/def2-TZVPD.

energy relative to the best compared isomer or geometry (same formula, charge and spin) = 218.1 kJ/mol
E_LUMO = 0.71 eV
HOMO = -0.347 hartree
calculated total energy = -18495.6375 eV
structure (SMILES) = CSn1cncn1
orbital gap = 10.1585 eV

Atoms and positions in Å:
C: -2.424084 0.253794 0.431696
C: 1.328872 -1.135891 -0.080589
C: 2.270402 0.748721 -0.282276
H: -3.361791 -0.000391 -0.177487
H: -2.214825 -0.164160 1.451658
H: -2.376196 1.427202 0.530093
H: 1.007305 -2.229126 0.235958
H: 3.122356 1.355436 -0.486935
N: 0.349139 -0.223853 -0.410662
N: 2.536589 -0.625749 0.038449
N: 1.036477 0.955777 -0.437720
S: -1.274247 -0.361760 -0.812190

Cartesian forces (eV/Å) of the 3 atoms listed first:
0.5 2.2 0.3
-0.6 -3.1 1.6
1.3 -3.9 0.9

Atomic partial charges in e from the Löwdin method, atoms 1 to 2: -0.421 -0.246


Below is C2H2F2S in the gas phase in a non-equilibrium geometry, with properties calculated with ωB97M-V/def2-TZVPD.

energy relative to the best compared isomer or geometry (same formula, charge and spin) = 57.3 kJ/mol
E_LUMO = 0.83 eV
HOMO = -0.369 hartree
calculated total energy = -18375.1951 eV
structure (SMILES) = F[C@@H]1S[C@@H]1F
orbital gap = 10.8670 eV

Atoms and positions in Å:
C: 0.121431 0.107300 0.742887
C: 0.060302 -0.130454 -0.689703
F: -0.643359 1.109076 1.249871
F: -0.656013 0.669655 -1.521323
S: -0.747807 -1.412554 0.299201
H: 1.038762 -0.025304 1.276461
H: 0.826687 -0.317720 -1.357396

Cartesian forces (eV/Å) of the 3 atoms listed first:
-0.6 0.0 0.3
-1.2 0.1 -0.6
0.2 0.0 -0.1

Atomic partial charges in e from the Löwdin method, atoms 1 to 2: -0.563 -0.565


Below is C5H8O in the gas phase in a non-equilibrium geometry, with properties calculated with ωB97M-V/def2-TZVPD.

energy relative to the best compared isomer or geometry (same formula, charge and spin) = 208.9 kJ/mol
E_LUMO = 1.17 eV
HOMO = -0.332 hartree
calculated total energy = -7360.0900 eV
structure (SMILES) = C=CO/C=C\C
orbital gap = 10.1921 eV

Atoms and positions in Å:
C: -1.971804 0.560359 0.229934
C: 2.259418 1.037083 -0.247399
C: 1.739898 -0.144893 0.014273
O: 0.629727 -0.304240 0.768739
C: -0.202217 -1.172107 0.114757
C: -1.410554 -0.756591 -0.185180
H: -2.486478 1.019954 -0.618607
H: -1.289224 1.319117 0.644050
H: 3.131565 0.981732 -0.866844
H: 1.950099 1.978422 0.198332
H: 2.185255 -1.082195 -0.332976
H: 0.217326 -2.141523 -0.140471
H: -2.095248 -1.493725 -0.579393
H: -2.657762 0.198607 1.000785

Cartesian forces (eV/Å) of the 3 atoms listed first:
-0.2 -0.1 -0.1
0.5 -0.2 0.2
0.6 0.2 0.1

Atomic partial charges in e from the Löwdin method, atoms 1 to 2: -0.083 0.042


Below is a gas-phase ion, C4H6N3O (charge +1) in a non-equilibrium geometry, with properties calculated with ωB97M-V/def2-TZVPD.

energy relative to the best compared isomer or geometry (same formula, charge and spin) = 174.3 kJ/mol
E_LUMO = -5.84 eV
HOMO = -0.553 hartree
calculated total energy = -10753.4551 eV
structure (SMILES) = O=CN1CC=NC=[NH+]1
net charge = +1
orbital gap = 9.2164 eV

Atoms and positions in Å:
C: -1.289705 -0.989232 -0.065184
C: -0.712274 0.847328 -1.339786
C: 1.863185 -0.700996 0.497252
C: -0.615660 -0.205623 1.089711
N: -1.414527 -0.219198 -1.079901
N: 0.710453 0.112285 0.387106
N: 0.479693 0.892294 -0.757643
O: 1.983195 -1.496327 1.361281
H: -1.566357 -2.055938 -0.043282
H: -0.878151 1.625046 -2.059378
H: 2.761058 -0.434379 -0.213185
H: -1.163932 0.736420 1.434562
H: -0.250487 -0.755161 1.972888
H: 1.047323 1.636329 -1.088177

Cartesian forces (eV/Å) of the 3 atoms listed first:
0.2 1.9 1.1
1.6 -0.6 1.2
2.1 0.9 -1.1

Atomic partial charges in e from the Löwdin method, atoms 1 to 2: 0.043 -0.064


Below is a molecular structure, H24HeO12, with properties calculated with ωB97M-V/def2-TZVPD.

energy relative to the best compared isomer or geometry (same formula, charge and spin) = 144.7 kJ/mol
E_LUMO = -0.47 eV
HOMO = -0.341 hartree
calculated total energy = -25038.6636 eV
orbital gap = 8.7983 eV

Atoms and positions in Å:
He: -0.182205 0.067435 0.191978
O: -0.889735 -2.216825 2.381488
H: -1.256045 -1.382205 2.089158
H: -0.999355 -2.207125 3.332348
O: -1.412345 1.611195 -3.680632
H: -1.383645 0.706865 -3.993032
H: -0.566755 1.744035 -3.252172
O: -1.862895 2.307415 -0.181922
H: -2.684735 2.792215 -0.105812
H: -1.936635 1.839115 -1.013472
O: -2.595825 -0.019775 1.840918
H: -2.434395 0.171265 0.916978
H: -3.432255 -0.485145 1.847188
O: 0.029965 -3.358875 -1.784562
H: 0.423265 -2.487085 -1.823642
H: -0.881755 -3.222615 -2.042302
O: 1.288775 -0.759555 -2.123052
H: 1.166165 -0.494065 -3.034492
H: 0.956685 -0.021835 -1.611462
O: 3.827115 0.914075 0.560208
H: 3.050745 1.472715 0.597618
H: 4.487985 1.387475 1.065558
O: -0.206165 2.066735 2.655168
H: -0.368195 2.938185 3.016478
H: -0.978865 1.880615 2.121758
O: 1.843525 -1.311595 2.355288
H: 0.909495 -1.506245 2.432258
H: 2.099075 -1.690275 1.514138
O: 3.091845 -2.434535 0.134748
H: 3.590835 -3.212575 -0.114032
H: 2.532475 -2.256295 -0.621272
O: 1.696695 2.672835 0.491288
H: 1.229625 3.357805 0.012868
H: 1.252055 2.625395 1.337618
O: -2.872915 -0.241475 -1.699722
H: -3.655315 -0.054345 -2.218442
H: -2.876295 -1.192925 -1.595012

Cartesian forces (eV/Å) of the 3 atoms listed first:
0.0 0.0 0.0
0.2 -0.6 -0.1
-0.4 0.5 0.0

Atomic partial charges in e from the Löwdin method, atoms 1 to 2: 0.191 -0.056


Below is a molecular structure, C21H24ClNPd in a non-equilibrium geometry, with properties calculated with ωB97M-V/def2-TZVPD.

energy relative to the best compared isomer or geometry (same formula, charge and spin) = 0.0 kJ/mol
E_LUMO (spin up / spin down) = -5.87 / -10.14 eV
HOMO (spin up / spin down) = -0.551 / -0.551 hartree
calculated total energy = -39638.0359 eV
net charge = +2
orbital gap (spin up / spin down) = 9.1376 / 4.8699 eV
spin multiplicity = 5

Atoms and positions in Å:
C: 0.258948 0.801665 -6.611954
C: 1.638064 1.362593 -6.982086
C: 0.034562 -0.539203 -7.322738
C: -0.834480 1.796828 -7.021356
Cl: 0.184424 0.543556 -4.807440
H: 0.079257 -0.388955 -8.409748
H: -0.952114 -0.951604 -7.081695
H: 0.812299 -1.262794 -7.052131
H: 1.690324 1.518902 -8.067860
H: 2.434562 0.662118 -6.705196
H: 1.812287 2.329228 -6.495252
H: -0.796293 1.956881 -8.107176
H: -0.684712 2.767132 -6.533673
H: -1.829990 1.410174 -6.773962
C: 1.782794 -1.450603 1.129443
C: 0.894371 -2.182156 0.290104
C: 0.987461 -1.643465 -1.037477
H: 0.292814 -3.036185 0.594971
C: 1.911462 -0.534638 -1.001022
C: 2.392207 -0.424348 0.354290
H: 3.118904 0.298811 0.717687
H: 1.981676 -1.665875 2.177447
H: 0.487719 -2.015915 -1.928806
H: 2.196461 0.076235 -1.856656
C: -2.193261 1.045687 0.569398
C: -2.263214 -0.177068 1.289120
C: -2.010319 -1.250117 0.387126
H: -2.504514 -0.287125 2.343891
C: -1.841511 -0.698607 -0.926004
C: -1.932967 0.740893 -0.815524
H: -1.850216 1.443725 -1.643549
H: -2.339574 2.038836 0.986991
H: -2.004680 -2.306740 0.645683
H: -1.705201 -1.251262 -1.851738
Pd: 0.035644 0.112709 0.008929
N: 0.317596 0.730189 2.094092
C: 0.238341 0.496498 3.240156
C: 0.163370 0.306030 4.647824
C: -1.077365 0.362779 5.312116
C: -1.144818 0.159620 6.692856
C: 0.018558 -0.089885 7.433212
C: 1.252179 -0.162925 6.772370
C: 1.327964 0.031514 5.389221
H: -1.980553 0.562438 4.731601
H: -2.115732 0.193791 7.192498
H: -0.039624 -0.246996 8.513734
H: 2.164210 -0.378047 7.332563
H: 2.286181 -0.031819 4.867117

Cartesian forces (eV/Å) of the 3 atoms listed first:
0.1 0.2 -1.7
0.0 0.0 0.3
0.0 -0.1 0.3

Atomic partial charges in e from the Löwdin method, atoms 1 to 2: -0.937 -0.115


Below is a molecular structure, C37H40BClCsF9N8O5S2 in a non-equilibrium geometry, with properties calculated with ωB97M-V/def2-TZVPD.

energy relative to the best compared isomer or geometry (same formula, charge and spin) = 220.9 kJ/mol
E_LUMO = 3.37 eV
HOMO = -0.123 hartree
calculated total energy = -121050.9493 eV
net charge = -2
orbital gap = 6.7179 eV

Atoms and positions in Å:
Cs: 2.743045 2.531114 -0.020061
C: 2.057282 2.782998 -4.753707
C: 0.594521 3.052179 -4.609332
C: -0.233010 3.853338 -5.421655
C: -1.480949 3.767580 -4.840877
C: -2.746305 4.434520 -5.273930
N: -1.369877 2.960402 -3.760399
N: -0.097087 2.523863 -3.616993
B: -2.497306 2.547550 -2.812958
N: -2.610867 0.995685 -2.680778
N: -1.763074 0.275536 -1.913394
C: -2.106388 -0.991066 -2.055110
C: -1.343840 -2.070588 -1.344393
C: -3.214979 -1.113392 -2.917306
C: -3.499765 0.187000 -3.299546
C: -4.541516 0.659190 -4.261010
N: -2.403239 3.247465 -1.437991
N: -1.291136 3.854534 -0.973757
C: -1.616687 4.412287 0.179721
C: -0.623767 5.223318 0.946452
C: -2.965064 4.155147 0.493651
C: -3.424304 3.391312 -0.563192
C: -4.769363 2.781335 -0.781555
H: 2.447131 3.233820 -5.667480
H: 2.628086 3.189502 -3.920235
H: 2.266618 1.711755 -4.783539
H: 0.039148 4.418428 -6.299891
H: -2.548591 5.013639 -6.177567
H: -3.537386 3.715235 -5.495445
H: -3.133049 5.111381 -4.509678
H: -3.531215 2.900700 -3.331221
H: -0.279411 -1.826475 -1.334787
H: -1.665920 -2.172098 -0.304263
H: -1.484341 -3.038073 -1.834631
H: -3.720899 -2.011040 -3.239543
H: -5.109966 -0.199994 -4.621659
H: -5.235542 1.364207 -3.801864
H: -4.097428 1.160268 -5.123635
H: 0.322677 4.695796 0.979956
H: -0.478127 6.218164 0.517899
H: -0.946682 5.350162 1.980413
H: -3.520039 4.465459 1.365539
H: -5.454568 3.113959 -0.000522
H: -5.185351 3.065067 -1.750999
H: -4.720900 1.689553 -0.756464
S: 2.808689 -1.314089 -0.706244
C: 2.092011 -2.246377 0.434719
N: 2.224586 -3.597269 0.485427
C: 1.699989 -4.390526 1.578989
C: 0.359517 -3.860883 1.993300
N: 0.520197 -2.465545 2.358258
C: -0.473821 -1.911862 3.275182
C: -0.663284 -2.780071 4.489313
C: -1.867929 -3.422768 4.742122
C: -2.027616 -4.212296 5.874886
C: -0.976527 -4.368615 6.764347
C: 0.232818 -3.726965 6.520535
C: 0.385956 -2.936505 5.393264
C: 1.156636 -1.611660 1.489864
S: 0.908364 -0.011063 1.505313
C: 3.018148 -4.333765 -0.484803
C: 2.141189 -5.230124 -1.322210
C: 1.055806 -4.674485 -1.999281
C: 0.239601 -5.470123 -2.785777
C: 0.497783 -6.831568 -2.906928
C: 1.572406 -7.390671 -2.234167
C: 2.388835 -6.590417 -1.442481
H: 2.385176 -4.366947 2.435720
H: 1.614426 -5.422857 1.237709
H: 0.001946 -4.412517 2.861509
H: -0.374714 -3.976699 1.184786
H: -1.423588 -1.745958 2.753440
H: -0.119460 -0.925955 3.574126
H: -2.688101 -3.300146 4.043743
H: -2.974269 -4.705228 6.058943
H: -1.097511 -4.980576 7.649644
H: 1.055071 -3.834850 7.216947
H: 1.322483 -2.423245 5.206484
H: 3.787267 -4.914082 0.036138
H: 3.522980 -3.601740 -1.112714
H: 0.854905 -3.612231 -1.907756
H: -0.596048 -5.022977 -3.308892
H: -0.139067 -7.451664 -3.525410
H: 1.775514 -8.451310 -2.318553
H: 3.226980 -7.028399 -0.911095
O: 5.637508 3.597869 -1.438691
Cl: 5.680968 2.157682 -1.573198
O: 7.038710 1.703765 -1.700449
O: 5.069338 1.576499 -0.384273
O: 4.902714 1.757143 -2.719220
F: 3.402014 2.509266 5.535095
C: 3.391489 2.634546 4.184556
F: 3.506397 1.401288 3.688109
F: 4.513765 3.295267 3.854106
C: 2.125683 3.361388 3.606100
O: 2.037167 3.166206 2.305487
C: 2.259664 4.890557 3.936294
F: 1.070441 5.511607 3.852706
F: 2.742021 5.155033 5.175747
F: 3.075669 5.496911 3.073594
C: 0.868306 2.817502 4.373574
F: -0.252486 3.092901 3.716783
F: 0.924556 1.478028 4.517204
F: 0.728162 3.320849 5.625811

Cartesian forces (eV/Å) of the 3 atoms listed first:
-1.6 0.4 -1.2
0.1 -0.1 0.0
0.0 0.0 0.0

Atomic partial charges in e from the Löwdin method, atoms 1 to 2: 1.215 -0.042


Below is C4H5NO in the gas phase in a non-equilibrium geometry, with properties calculated with ωB97M-V/def2-TZVPD.

energy relative to the best compared isomer or geometry (same formula, charge and spin) = 179.5 kJ/mol
E_LUMO = 0.98 eV
HOMO = -0.319 hartree
calculated total energy = -7764.6662 eV
structure (SMILES) = O=C1CC=CN1
orbital gap = 9.6570 eV

Atoms and positions in Å:
O: 2.253275 0.267203 0.546042
C: 1.059997 0.144395 0.208577
C: 0.201378 0.469526 -0.986892
C: -1.147103 -0.038089 -0.518768
C: -1.020970 -0.540834 0.723165
N: 0.334362 -0.426940 1.166228
H: 0.581446 -0.034308 -1.881945
H: 0.222954 1.547178 -1.182487
H: -2.055803 0.011592 -1.113551
H: -1.794226 -0.978571 1.343302
H: 1.364690 -0.421152 1.696330

Cartesian forces (eV/Å) of the 3 atoms listed first:
0.3 0.6 -1.3
0.6 0.2 -0.2
0.1 0.0 0.0

Atomic partial charges in e from the Löwdin method, atoms 1 to 2: 0.005 -0.518